No. 1
{
  "formula": "C16H34BrNO3P",
  "method": "wB97M-V/def2-TZVPD",
  "symbols": ["C", "C", "P", "C", "C", "C", "C", "O", "C", "O", "C", "Br", "H", "H", "H", "H", "H", "H", "H", "H", "H", "H", "H", "H", "H", "H", "C", "C", "N", "C", "C", "C", "C", "C", "O", "C", "H", "H", "H", "H", "H", "H", "H", "H", "H", "H", "H", "H", "H", "H", "H", "H", "H", "H", "H", "H"],
  "coordinates": [[-2.124, -0.421, -1.346], [-2.462, -0.851, -2.792], [-3.277, -2.499, -2.969], [-4.870, -2.219, -2.063], [-4.973, -2.663, -0.612], [-2.106, -3.527, -1.949], [-0.918, -3.779, -2.918], [-0.627, -5.177, -2.884], [-1.163, -5.695, -1.754], [-0.653, -6.562, -1.066], [-2.500, -4.938, -1.536], [-2.822, -5.003, 0.401], [-2.347, -1.184, -0.615], [-2.675, 0.468, -1.079], [-1.068, -0.208, -1.260], [-3.112, -0.124, -3.245], [-1.545, -0.928, -3.357], [-5.050, -1.151, -2.098], [-5.671, -2.667, -2.629], [-5.063, -3.732, -0.524], [-5.876, -2.249, -0.181], [-4.151, -2.321, -0.003], [-1.658, -3.030, -1.103], [-0.038, -3.201, -2.669], [-1.130, -3.562, -3.956], [-3.297, -5.385, -2.102], [0.257, 3.518, 1.050], [1.712, 3.331, 0.676], [2.682, 3.382, 1.833], [2.558, 4.723, 2.490], [4.097, 3.331, 1.302], [4.538, 2.064, 0.588], [2.416, 2.366, 2.921], [2.300, 0.899, 2.559], [1.220, 0.686, 1.684], [1.307, -0.520, 0.926], [0.049, 4.520, 1.424], [-0.343, 3.383, 0.152], [-0.087, 2.788, 1.778], [2.029, 4.128, 0.002], [1.859, 2.386, 0.168], [2.687, 5.491, 1.733], [3.332, 4.805, 3.248], [1.584, 4.805, 2.956], [4.747, 3.526, 2.153], [4.169, 4.179, 0.623], [4.872, 1.300, 1.285], [5.402, 2.307, -0.029], [3.778, 1.644, -0.068], [1.490, 2.683, 3.395], [3.226, 2.492, 3.639], [2.113, 0.373, 3.503], [3.230, 0.501, 2.154], [1.974, -1.246, 1.392], [1.668, -0.291, -0.082], [0.310, -0.948, 0.853]],
  "lumo_energy_ev": -2.47,
  "gap_ev": 7.86,
  "charge": 1
}

No. 2
{
  "formula": "C16H34MgO14",
  "method": "wB97M-V/def2-TZVPD",
  "symbols": ["Mg", "C", "C", "O", "H", "H", "H", "H", "H", "C", "C", "O", "H", "H", "H", "H", "H", "C", "O", "C", "O", "O", "C", "H", "H", "H", "H", "H", "H", "C", "O", "C", "O", "O", "C", "H", "H", "H", "H", "H", "H", "C", "O", "C", "O", "O", "C", "H", "H", "H", "H", "H", "H", "C", "O", "C", "O", "O", "C", "H", "H", "H", "H", "H", "H"],
  "coordinates": [[3.082, -19.174, -4.990], [4.050, -23.295, -4.673], [4.728, -21.952, -4.431], [3.944, -20.782, -4.276], [3.340, -23.224, -5.498], [3.451, -23.576, -3.807], [4.735, -24.129, -4.824], [5.457, -21.944, -5.241], [5.461, -21.956, -3.624], [-1.207, -19.269, -5.873], [0.023, -20.196, -5.769], [1.264, -19.556, -5.725], [-1.217, -18.693, -4.948], [-2.196, -19.715, -5.970], [-1.075, -18.498, -6.632], [0.034, -20.838, -6.650], [-0.234, -20.876, -4.957], [4.785, -15.114, -6.539], [3.528, -15.192, -7.180], [2.547, -15.851, -6.527], [2.657, -16.752, -5.638], [1.416, -15.265, -6.922], [0.168, -15.849, -6.563], [4.784, -14.793, -5.497], [5.503, -14.465, -7.040], [5.176, -16.128, -6.626], [-0.087, -16.602, -7.308], [-0.667, -15.149, -6.598], [0.249, -16.179, -5.527], [5.365, -17.381, -9.343], [5.248, -18.431, -8.408], [4.012, -18.872, -7.959], [3.803, -19.408, -6.848], [3.106, -18.704, -8.995], [1.688, -19.006, -8.872], [5.021, -17.420, -10.376], [6.411, -17.086, -9.429], [4.827, -16.519, -8.948], [1.206, -18.355, -8.142], [1.717, -20.055, -8.577], [1.253, -18.792, -9.849], [6.297, -18.908, -2.424], [6.965, -18.263, -3.502], [6.229, -17.848, -4.553], [5.001, -17.981, -4.644], [6.984, -17.421, -5.545], [8.394, -17.339, -5.533], [5.855, -19.866, -2.700], [5.649, -18.447, -1.679], [7.192, -19.054, -1.819], [8.727, -17.148, -6.553], [8.772, -18.302, -5.189], [8.747, -16.411, -5.083], [0.907, -20.066, -1.660], [1.682, -18.978, -1.108], [2.476, -18.299, -1.922], [2.615, -18.392, -3.119], [3.072, -17.338, -1.199], [3.745, -16.219, -1.757], [1.530, -20.710, -2.280], [0.024, -19.799, -2.240], [0.550, -20.590, -0.773], [3.328, -15.330, -1.284], [3.778, -16.109, -2.841], [4.799, -16.292, -1.492]],
  "lumo_energy_ev": 0.29,
  "e_above_lowest_ev": 3.349,
  "gap_ev": 7.30
}

No. 3
{
  "formula": "C16H34OP2Sr",
  "method": "wB97M-V/def2-TZVPD",
  "symbols": ["P", "P", "C", "C", "H", "H", "H", "H", "C", "H", "H", "H", "C", "H", "H", "H", "C", "H", "H", "H", "C", "H", "H", "H", "Sr", "C", "C", "C", "C", "C", "C", "C", "C", "C", "H", "H", "H", "H", "H", "H", "H", "H", "H", "H", "H", "H", "H", "H", "H", "C", "O", "H", "H", "H"],
  "coordinates": [[-1.380, -0.709, 2.559], [2.371, -2.669, 0.506], [-0.376, -1.268, 1.080], [0.789, -2.151, 1.499], [-0.012, -0.389, 0.518], [-1.084, -1.817, 0.445], [1.227, -1.769, 2.431], [0.402, -3.166, 1.686], [3.033, -1.143, -0.327], [2.899, -0.216, 0.247], [2.608, -1.043, -1.335], [4.112, -1.313, -0.459], [1.702, -3.368, -1.053], [2.339, -3.035, -1.877], [0.668, -3.054, -1.233], [1.757, -4.473, -1.040], [-1.777, 1.035, 2.361], [-2.201, 1.391, 3.317], [-2.502, 1.236, 1.566], [-0.850, 1.625, 2.214], [-2.830, -1.712, 2.685], [-2.582, -2.759, 2.482], [-3.592, -1.392, 1.963], [-3.253, -1.637, 3.692], [0.518, 2.037, -0.562], [0.593, 0.416, -2.448], [1.230, 1.566, -2.806], [0.508, 2.820, -3.293], [-1.072, 2.834, -3.196], [-1.578, 2.503, -1.820], [-1.901, 1.274, -1.343], [-1.886, 0.009, -2.172], [-0.643, -0.144, -3.066], [-0.357, -0.619, 4.020], [0.980, -0.264, -1.661], [2.296, 1.683, -2.511], [0.810, 3.068, -4.321], [0.817, 3.718, -2.718], [-1.363, 3.881, -3.441], [-1.534, 2.248, -4.020], [-1.774, 3.377, -1.179], [-2.579, 1.152, -0.469], [-2.770, -0.050, -2.833], [-1.981, -0.868, -1.501], [-0.476, -1.225, -3.216], [-0.837, 0.246, -4.076], [0.174, -1.562, 4.182], [-1.014, -0.423, 4.881], [0.365, 0.208, 3.929], [2.425, 1.180, 2.371], [1.343, 1.263, 1.456], [3.350, 1.569, 1.901], [2.654, 0.129, 2.705], [2.234, 1.769, 3.284]],
  "lumo_energy_ev": [-0.05, -0.05],
  "e_above_lowest_ev": 4.008,
  "gap_ev": [3.42, 3.40]
}

No. 4
{
  "formula": "C16H35BN14O9PS",
  "method": "wB97M-V/def2-TZVPD",
  "symbols": ["C", "C", "O", "B", "O", "C", "C", "C", "N", "C", "C", "C", "O", "O", "C", "N", "S", "N", "C", "C", "P", "N", "H", "H", "H", "H", "H", "H", "H", "H", "H", "H", "H", "H", "H", "H", "H", "C", "O", "N", "N", "H", "H", "H", "H", "C", "O", "N", "N", "H", "H", "H", "H", "C", "O", "N", "N", "H", "H", "H", "H", "C", "O", "N", "N", "H", "H", "H", "H", "C", "O", "N", "N", "H", "H", "H", "H"],
  "coordinates": [[-3.736, -0.010, -0.684], [-2.524, -0.433, -1.578], [-1.492, -1.105, -0.845], [-0.498, -0.227, -0.399], [0.739, -0.186, -1.033], [-0.887, 0.733, 0.826], [-1.307, 2.103, 0.580], [-1.351, 2.719, -0.815], [-0.705, 4.041, -0.874], [-1.578, 5.103, -1.386], [-1.671, 2.863, 1.664], [-2.177, 4.309, 1.526], [-3.300, 4.404, 0.964], [-1.535, 5.284, 1.963], [-1.605, 2.309, 2.996], [-1.951, 2.980, 4.102], [-1.688, 1.938, 5.317], [-1.167, 0.597, 4.538], [-1.173, 0.944, 3.251], [-0.823, 0.165, 2.084], [-0.330, -1.578, 2.366], [-1.240, -2.294, 3.447], [-4.700, -0.289, -1.133], [-3.648, -0.422, 0.336], [-3.752, 1.087, -0.545], [-2.938, -1.117, -2.340], [-2.147, 0.461, -2.101], [1.393, -0.407, -0.353], [-2.401, 2.771, -1.167], [-0.830, 2.083, -1.569], [-0.292, 4.284, 0.019], [-1.343, 6.031, -0.837], [-2.653, 4.907, -1.251], [-1.390, 5.243, -2.471], [1.036, -1.617, 2.780], [-0.473, -2.325, 1.158], [-1.719, -3.082, 3.017], [3.556, 2.838, -1.499], [4.152, 3.905, -1.630], [4.188, 1.632, -1.603], [2.229, 2.759, -1.242], [3.724, 0.745, -1.502], [5.172, 1.646, -1.795], [1.717, 3.623, -1.154], [1.735, 1.889, -1.137], [4.769, -2.263, -1.594], [3.828, -1.535, -1.857], [5.532, -2.102, -0.473], [5.137, -3.301, -2.399], [6.309, -2.689, -0.238], [5.289, -1.347, 0.143], [4.596, -3.448, -3.232], [5.906, -3.913, -2.204], [-4.406, -3.831, 0.307], [-4.718, -3.095, 1.222], [-5.345, -4.455, -0.487], [-3.115, -4.107, -0.022], [-5.115, -5.060, -1.251], [-6.309, -4.276, -0.278], [-2.398, -3.670, 0.528], [-2.847, -4.717, -0.775], [-2.244, -7.718, -1.047], [-1.672, -6.647, -1.159], [-1.591, -8.911, -1.174], [-3.580, -7.819, -0.783], [-2.038, -9.803, -1.085], [-0.607, -8.875, -1.367], [-4.094, -6.963, -0.676], [-4.064, -8.691, -0.687], [5.401, 6.321, 1.718], [5.147, 7.087, 2.633], [4.445, 5.710, 0.970], [6.689, 6.007, 1.362], [4.646, 5.077, 0.213], [3.487, 5.912, 1.195], [7.426, 6.436, 1.888], [6.921, 5.381, 0.614]],
  "lumo_energy_ev": 1.55,
  "gap_ev": 6.41,
  "charge": -1
}